Formula: C32H23NO7PReS
Source: the Open Molecules 2025 dataset
Level of theory: wB97M-V/def2-TZVPD

The geometry in XYZ format:
```
66
Properties=species:S:1:pos:R:3:mulliken_spin:R:1
Re 0.976 1.004 0.254 0.951
O 5.071 0.547 0.239 0.041
C 4.014 0.656 0.786 -0.010
O 2.890 0.769 0.051 0.015
C 3.892 0.667 2.286 0.010
C 5.098 0.590 2.982 0.001
C 5.143 0.570 4.363 -0.002
C 3.962 0.625 5.091 -0.001
C 2.753 0.702 4.427 0.003
C 2.704 0.727 3.032 -0.004
S 1.024 0.809 2.471 -0.038
H 6.004 0.542 2.395 0.001
H 6.099 0.507 4.873 0.000
H 3.978 0.605 6.175 0.000
H 1.824 0.747 4.991 0.000
O -1.050 1.245 0.292 -0.001
C -1.761 2.255 0.335 -0.011
C -1.274 3.584 0.217 -0.007
C -2.212 4.629 0.210 -0.004
C -1.782 5.902 0.047 0.001
C -0.425 6.192 -0.107 -0.004
C 0.496 5.175 -0.098 -0.001
C 0.088 3.858 0.072 0.019
O 1.055 2.914 0.100 0.007
N -2.779 7.010 0.034 0.000
O -2.347 8.148 0.001 0.000
O -3.960 6.704 0.056 0.000
H -2.836 2.095 0.445 0.000
H -3.271 4.428 0.330 0.000
H -0.122 7.222 -0.225 0.000
H 1.556 5.369 -0.221 -0.002
O 0.713 -0.925 -0.261 0.016
P -0.360 -1.871 -0.886 0.020
C -1.142 -2.799 0.398 -0.003
C -1.946 -3.898 0.075 -0.001
C -2.549 -4.623 1.089 0.000
C -2.342 -4.262 2.418 0.000
C -1.540 -3.173 2.738 -0.001
C -0.937 -2.434 1.729 -0.003
C 0.469 -2.947 -2.012 -0.001
C 1.763 -3.375 -1.697 0.007
C 2.422 -4.239 -2.555 0.001
C 1.793 -4.679 -3.716 0.000
C 0.502 -4.263 -4.023 0.000
C -0.167 -3.394 -3.172 0.000
C -1.575 -0.981 -1.832 0.004
C -1.090 -0.086 -2.795 -0.001
C -1.970 0.735 -3.482 0.001
C -3.336 0.665 -3.207 0.000
C -3.819 -0.238 -2.265 0.001
C -2.938 -1.061 -1.570 0.001
H -2.088 -4.192 -0.963 0.000
H -3.176 -5.474 0.846 0.000
H -2.806 -4.841 3.210 0.000
H -1.381 -2.901 3.776 0.000
H -0.306 -1.586 1.970 0.003
H 2.252 -3.022 -0.793 -0.004
H 3.427 -4.571 -2.320 0.000
H 2.317 -5.348 -4.391 0.000
H 0.018 -4.611 -4.928 0.000
H -1.170 -3.060 -3.417 -0.001
H -0.025 -0.045 -3.017 -0.002
H -1.599 1.423 -4.236 0.000
H -4.026 1.320 -3.731 0.000
H -4.885 -0.299 -2.067 0.000
H -3.312 -1.747 -0.817 0.000
```

## Properties
spin multiplicity	2
charge	+1
HOMO (spin up / spin down)	-10.97 / -10.92	eV
lowest unoccupied orbital energy (spin up / spin down)	-4.385 / -4.057	eV
frontier orbital gap (spin up / spin down)	6.58 / 6.87	eV

Formula: C32H24AsCl3GaN3O6S2
Source: the Open Molecules 2025 dataset
Level of theory: wB97M-V/def2-TZVPD

The geometry in XYZ format:
```
72
Properties=species:S:1:pos:R:3:lowdin_charge:R:1
Ga -0.075 -0.196 -0.469 0.116
N 0.070 4.235 -0.317 0.148
C 1.429 4.615 -0.205 -0.239
C 1.789 5.766 0.477 -0.020
C 3.132 6.094 0.611 -0.078
C 4.109 5.266 0.084 -0.073
C 3.747 4.107 -0.590 -0.078
C 2.408 3.787 -0.738 -0.402
S 1.891 2.311 -1.585 1.065
N 0.516 1.970 -0.667 -0.252
C -0.256 2.911 -0.267 -0.306
C -1.552 2.498 0.301 -0.182
C -2.668 3.319 0.348 0.010
C -3.836 2.801 0.886 -0.034
C -3.847 1.496 1.342 -0.010
C -2.688 0.741 1.225 -0.058
N -1.567 1.239 0.722 0.093
H -0.591 4.873 0.095 0.133
H 1.023 6.403 0.903 0.114
H 3.411 7.000 1.132 0.106
H 5.156 5.514 0.195 0.108
H 4.496 3.458 -1.024 0.093
H -2.649 4.313 -0.078 0.117
H -4.724 3.417 0.935 0.115
H -4.739 1.057 1.766 0.116
H -2.650 -0.291 1.549 0.113
C 6.563 1.612 -0.756 -0.098
C 6.048 1.605 0.530 -0.089
C 4.830 0.986 0.788 -0.095
C 4.131 0.357 -0.234 -0.360
C 4.641 0.395 -1.531 -0.133
C 5.848 1.019 -1.791 -0.081
As 2.491 -0.677 0.121 1.407
C 3.189 -2.285 -0.758 -0.381
C 4.008 -3.254 -0.193 -0.115
C 4.393 -4.357 -0.938 -0.078
C 3.984 -4.494 -2.256 -0.076
C 3.218 -3.500 -2.844 -0.063
C 2.824 -2.399 -2.098 -0.155
C 2.616 -0.663 2.065 -0.393
C 3.450 -1.439 2.861 -0.111
C 3.405 -1.320 4.241 -0.074
C 2.542 -0.414 4.839 -0.076
C 1.743 0.401 4.051 -0.063
C 1.788 0.279 2.672 -0.125
H 7.517 2.085 -0.954 0.104
H 6.594 2.075 1.338 0.106
H 4.431 0.982 1.795 0.096
H 4.083 -0.060 -2.340 0.100
H 6.239 1.036 -2.800 0.108
H 4.337 -3.169 0.833 0.077
H 5.009 -5.121 -0.481 0.105
H 4.271 -5.368 -2.825 0.105
H 2.904 -3.585 -3.876 0.112
H 2.185 -1.653 -2.555 0.084
H 4.132 -2.147 2.411 0.084
H 4.038 -1.948 4.855 0.106
H 2.493 -0.340 5.918 0.105
H 1.069 1.113 4.510 0.108
H 1.145 0.896 2.055 0.082
Cl -1.474 -4.818 0.867 0.661
C -0.422 -3.428 0.808 -1.440
Cl 1.117 -3.838 1.592 0.683
Cl -0.176 -2.916 -0.872 0.798
C -0.965 -2.196 1.624 -0.747
O -1.783 -2.388 2.488 0.070
O -0.416 -1.073 1.304 -0.131
O -1.107 -1.563 -3.488 -0.302
S -0.992 -0.307 -2.807 0.368
O -1.436 0.873 -3.487 -0.283
O -1.689 -0.387 -1.411 -0.304
O 0.475 -0.128 -2.331 -0.415
```

## Properties
charge	0
HOMO	-8.41	eV
lowest unoccupied orbital energy	-0.652	eV
frontier orbital gap	7.75	eV

Formula: C32H25BF4N4O5Se2Ti
Source: the Open Molecules 2025 dataset
Level of theory: wB97M-V/def2-TZVPD

The geometry in XYZ format:
```
74
Properties=species:S:1:pos:R:3:lowdin_charge:R:1
Ti -1.307 0.134 0.494 1.322
C 1.347 3.919 3.787 -0.070
O 0.418 3.314 2.907 -0.075
C 0.457 3.694 1.614 -0.230
C 1.123 4.798 1.126 -0.012
C 1.059 5.131 -0.236 -0.081
C 0.323 4.368 -1.101 -0.049
C -0.340 3.221 -0.629 -0.155
C -1.170 2.450 -1.509 -0.017
N -1.688 1.319 -1.182 -0.067
N -2.615 0.764 -2.049 0.119
C -3.311 -0.096 -1.371 -0.396
O -3.088 -0.277 -0.087 -0.115
C -4.357 -0.908 -2.015 -0.142
C -4.725 -0.670 -3.338 -0.026
C -5.698 -1.453 -3.933 -0.080
C -6.303 -2.477 -3.213 -0.084
C -5.934 -2.715 -1.897 -0.071
C -4.963 -1.931 -1.294 -0.005
C -0.259 2.867 0.719 -0.222
O -0.834 1.767 1.184 -0.105
H 1.239 3.406 4.738 0.094
H 1.134 4.982 3.925 0.094
H 2.368 3.786 3.419 0.099
H 1.700 5.421 1.794 0.110
H 1.591 6.003 -0.590 0.108
H 0.254 4.621 -2.151 0.117
H -1.437 2.856 -2.482 0.147
H -4.244 0.130 -3.884 0.109
H -5.986 -1.267 -4.959 0.102
H -7.064 -3.089 -3.681 0.102
H -6.404 -3.514 -1.338 0.105
H -4.660 -2.108 -0.271 0.121
Se 3.134 1.936 -0.245 0.706
Se 4.624 0.903 1.156 0.659
C 3.423 0.206 2.514 -0.661
C 3.836 -0.895 3.252 -0.127
C 2.977 -1.369 4.232 -0.067
C 1.750 -0.750 4.410 -0.052
C 1.444 0.344 3.615 -0.125
N 2.278 0.831 2.698 0.046
C 2.593 0.538 -1.456 -0.641
C 3.262 -0.669 -1.612 -0.109
C 2.794 -1.545 -2.576 -0.067
C 1.691 -1.191 -3.339 -0.064
C 1.089 0.029 -3.089 -0.140
N 1.525 0.885 -2.163 0.042
H 4.790 -1.368 3.055 0.099
H 3.253 -2.229 4.830 0.110
H 1.029 -1.122 5.123 0.108
H 0.489 0.851 3.696 0.114
H 4.116 -0.909 -0.994 0.068
H 3.285 -2.500 -2.721 0.114
H 1.292 -1.851 -4.097 0.108
H 0.203 0.330 -3.637 0.110
F -1.962 -0.291 2.289 -0.052
B -1.991 -1.811 2.744 -1.143
F -2.022 -2.459 1.519 0.163
F -3.102 -1.942 3.503 0.207
F -0.812 -1.998 3.404 0.186
O -0.748 -1.337 -0.863 -0.016
C 0.191 -1.641 -0.068 -0.518
O 0.443 -0.781 0.849 -0.040
C 0.936 -2.900 -0.158 -0.137
C 1.964 -3.147 0.744 0.012
C 2.693 -4.319 0.635 -0.056
C 2.387 -5.234 -0.365 -0.068
C 1.348 -4.988 -1.255 -0.064
C 0.618 -3.817 -1.154 -0.006
H 2.177 -2.418 1.516 0.111
H 3.497 -4.524 1.330 0.107
H 2.958 -6.151 -0.447 0.105
H 1.108 -5.713 -2.022 0.106
H -0.196 -3.598 -1.833 0.127
```

## Properties
charge	0
HOMO	-8.34	eV
lowest unoccupied orbital energy	-0.877	eV
frontier orbital gap	7.46	eV

| no. | DFT total energy (eV) |
| --- | --- |
| 1 | -71627.849 |
| 2 | -222783.468 |
| 3 | -215152.915 |